Run a
Entry from the Open Molecules 2025 dataset: 2 unconnected molecules or ions with the total composition C2H6P2 (the ωB97M-V functional and the def2-TZVPD basis).

The highest occupied orbital energy (spin up / spin down) comes out at -0.3318 / -0.3321 Eh.

Each atom is followed by the atoms it is bonded to, with distances in Å.
Cartesian coordinates (Å):
1 C -0.46611 -0.46580 0.06155  C2 1.387, H6 1.206
2 C -0.66385 0.27980 1.21436  C1 1.387, P4 1.838, H7 1.106
3 P 0.03175 -0.45747 -2.61703  H5 1.600, H8 1.309
4 P -0.50417 2.09390 1.46346  C2 1.838, H9 1.374, H10 1.405
5 H 1.62631 -0.42275 -2.48435  P3 1.600
6 H -0.83712 -1.61236 0.10943  C1 1.206
7 H -1.13303 -0.42857 1.92289  C2 1.106
8 H -0.04025 -1.75714 -2.47770  P3 1.309
9 H -0.41505 2.22544 0.09876  P4 1.374
10 H 0.89654 2.16703 1.37477  P4 1.405

Run b
Entry from the Open Molecules 2025 dataset: a single C2H6P2 molecule (the ωB97M-V functional and the def2-TZVPD basis).

As for the SMILES: C=C[PH]#[PH2]. The highest occupied orbital energy comes out at -0.2969 Eh.

Each atom is followed by the atoms it is bonded to, with distances in Å.
Cartesian coordinates (Å):
1 C -2.12006 0.49454 -0.62592  C2 1.389, H5 1.056, H6 1.046
2 C -1.33964 -0.15311 0.32332  C1 1.389, P3 1.981, H7 1.080
3 P 0.58482 -0.61890 0.36930  C2 1.981, P4 2.483, H8 1.402
4 P 2.85802 0.37956 0.34428  P3 2.483, H9 1.420, H10 1.522
5 H -1.80929 1.03035 -1.48161  C1 1.056
6 H -3.11932 0.18702 -0.65596  C1 1.046
7 H -1.76133 -0.77089 1.10191  C2 1.080
8 H 0.81623 -0.66876 1.75091  P3 1.402
9 H 2.32584 0.93582 -0.84836  P4 1.420
10 H 3.56472 -0.81563 -0.27787  P4 1.522

Run c
Entry from the Open Molecules 2025 dataset: a single C2H6P2 molecule (the ωB97M-V functional and the def2-TZVPD basis).

As for the SMILES: [H]/P=C(/C)P. The highest occupied orbital energy (spin up / spin down) comes out at -0.3042 / -0.2743 Eh.

Each atom is followed by the atoms it is bonded to, with distances in Å.
Cartesian coordinates (Å):
1 C -0.04792 -0.18550 -0.19297  C2 1.517, P3 2.158, P4 1.762
2 C 1.17465 0.66388 -0.48500  C1 1.517, H5 1.173, H6 1.032, H7 1.050
3 P -0.97749 -1.42292 -1.69687  C1 2.158, H8 1.525
4 P -0.61367 -0.52656 1.44026  C1 1.762, H9 1.386, H10 1.536
5 H 2.10781 -0.03884 -0.37330  C2 1.173
6 H 1.33471 1.43441 0.18303  C2 1.032
7 H 1.30342 1.10454 -1.42986  C2 1.050
8 H -2.24788 -1.36280 -0.85533  P3 1.525
9 H -1.96458 -0.34393 1.18778  P4 1.386
10 H -0.06905 0.67771 2.22226  P4 1.536

The winner here is run b, beating the second structure by 70.3 kJ/mol.

Run a
Entry from the Open Molecules 2025 dataset: 2 unconnected molecules or ions with the total composition C10H14N3S (the ωB97M-V functional and the def2-TZVPD basis).

Its charge is +1. The highest occupied orbital energy comes out at -0.3817 Eh.

Each atom is followed by the atoms it is bonded to, with distances in Å.
Cartesian coordinates (Å):
1 C -2.59188 2.55344 -0.70113  C2 1.407, N12 1.364, H15 1.029
2 C -3.72409 1.92309 -0.15181  C1 1.407, N13 1.391, H16 1.101
3 C -2.58027 0.45907 -1.31667  N12 1.329, N13 1.331, H17 1.064
4 C 1.43908 -1.39344 0.93868  C5 1.374, C9 1.459, H18 1.059
5 C 2.17744 -0.46364 1.63086  C4 1.374, N11 1.311, H19 1.159
6 C 4.06054 0.00586 0.50387  C8 1.445, N11 1.225, H20 1.170
7 C -4.40323 -0.60939 -0.30856  N13 1.433, S14 1.694
8 C 3.63353 0.20067 -0.86264  C6 1.445, H21 1.129, H22 1.143, H23 1.038
9 C 0.01816 -1.52675 1.24150  C4 1.459, C10 1.362, H24 1.002
10 C -0.78104 -2.40758 0.57731  C9 1.362, H26 1.054, H27 1.043
11 N 3.46872 -0.25116 1.54555  C5 1.311, C6 1.225
12 N -1.91250 1.60495 -1.40746  C1 1.364, C3 1.329, H28 1.009
13 N -3.66667 0.59410 -0.55999  C2 1.391, C3 1.331, C7 1.433
14 S -5.55245 -0.45674 0.92712  C7 1.694, H25 1.345
15 H -2.28071 3.53336 -0.65062  C1 1.029
16 H -4.46877 2.45828 0.45796  C2 1.101
17 H -2.35321 -0.48341 -1.75521  C3 1.064
18 H 1.74499 -2.03173 0.15076  C4 1.059
19 H 1.51607 0.02747 2.44555  C5 1.159
20 H 5.20783 0.16560 0.66909  C6 1.170
21 H 2.70014 0.83285 -0.91640  C8 1.129
22 H 3.29084 -0.75980 -1.37807  C8 1.143
23 H 4.35411 0.59559 -1.49679  C8 1.038
24 H -0.31238 -0.90335 1.95268  C9 1.002
25 H -6.09846 -1.68611 0.91455  S14 1.345
26 H -0.35916 -3.14779 -0.04300  C10 1.054
27 H -1.82375 -2.39876 0.55942  C10 1.043
28 H -0.94155 1.56288 -1.67787  N12 1.009

Run b
Entry from the Open Molecules 2025 dataset: a gas-phase ion, C10H14N3S (charge +1) (the ωB97M-V functional and the def2-TZVPD basis).

Its charge is +1. The highest occupied orbital energy comes out at -0.4610 Eh.

Each atom is followed by the atoms it is bonded to, with distances in Å.
Cartesian coordinates (Å):
1 C 1.70981 1.81875 1.07740  C2 1.396, C5 1.351, H15 1.174
2 C 2.42621 1.75768 -0.11880  C1 1.396, C7 1.372, H16 1.146
3 C 2.18702 -1.70305 0.87291  C4 1.336, N11 1.343, H17 1.126
4 C 0.92446 -1.27947 0.98131  C3 1.336, N12 1.437, H18 1.076
5 C 0.36230 1.86237 0.98455  C1 1.351, S14 1.817, H19 1.081
6 C 1.55773 -1.36559 -1.14906  N11 1.287, N12 1.389, H20 1.151
7 C 1.58800 1.57745 -1.18947  C2 1.372, S14 1.746, H27 1.105
8 C -2.89287 -1.34132 -0.32532  C10 1.593, H21 1.098, H22 1.104, H23 1.056
9 C -0.63243 -0.29013 -0.71645  C10 1.488, N12 1.365, S14 1.978, H24 1.150
10 C -1.79615 -0.31804 0.21097  C8 1.593, C9 1.488, N13 1.436, H25 1.098
11 N 2.52801 -1.79770 -0.42280  C3 1.343, C6 1.287
12 N 0.47867 -0.99685 -0.35540  C4 1.437, C6 1.389, C9 1.365
13 N -2.41101 0.97987 0.22805  C10 1.436, H26 0.995, H28 1.017
14 S -0.10196 1.61518 -0.75426  C5 1.817, C7 1.746, C9 1.978
15 H 2.13029 1.88175 2.17183  C1 1.174
16 H 3.53379 1.88192 -0.38578  C2 1.146
17 H 3.00494 -1.69454 1.64617  C3 1.126
18 H 0.43016 -0.92366 1.86806  C4 1.076
19 H -0.45887 1.68146 1.66458  C5 1.081
20 H 1.49256 -1.32157 -2.29748  C6 1.151
21 H -3.12722 -1.03604 -1.35319  C8 1.098
22 H -2.58346 -2.39871 -0.24815  C8 1.104
23 H -3.67304 -1.17839 0.36771  C8 1.056
24 H -1.00675 -0.53212 -1.77701  C9 1.150
25 H -1.60557 -0.65977 1.23712  C10 1.098
26 H -2.64838 1.28448 -0.68919  N13 0.995
27 H 1.87662 1.60941 -2.25514  C7 1.105
28 H -3.29283 0.88661 0.72680  N13 1.017

The winner here is run b, beating the second structure by 230.9 kJ/mol.

Run a
Entry from the Open Molecules 2025 dataset: 3 unconnected molecules or ions with the total composition C4H4FNOS (the ωB97M-V functional and the def2-TZVPD basis).

The highest occupied orbital energy comes out at -0.3310 Eh.

Each atom is followed by the atoms it is bonded to, with distances in Å.
Cartesian coordinates (Å):
1 C 0.63228 -0.85884 1.17721  C2 1.349, H7 1.325, N9 1.370
2 C -0.36893 -0.19357 0.56602  C1 1.349, C3 1.505, F11 1.393
3 C -0.27445 0.65425 -0.67330  C2 1.505, C4 1.469, O10 1.266
4 C -1.52467 1.28650 -1.11352  C3 1.469, S12 1.894
5 H 1.85849 -0.13938 -0.29253  N9 0.972
6 H 2.38421 -2.10765 0.81083  no bonds
7 H 0.49930 -1.83417 2.06433  C1 1.325
8 H -2.18128 2.10533 -0.09255  no bonds
9 N 1.83007 -0.57320 0.57706  C1 1.370, H5 0.972
10 O 0.83180 0.81311 -1.26781  C3 1.266
11 F -1.63128 -0.14793 1.15218  C2 1.393
12 S -2.05553 0.99554 -2.90793  C4 1.894

Run b
Entry from the Open Molecules 2025 dataset: a single C4H4FNOS molecule (the ωB97M-V functional and the def2-TZVPD basis).

As for the SMILES: F/C=C\[C@@H]1ON=CS1. The highest occupied orbital energy comes out at -0.3229 Eh.

Each atom is followed by the atoms it is bonded to, with distances in Å.
Cartesian coordinates (Å):
1 C 2.24522 -0.01090 -0.08503  C2 1.316, H5 1.072, F11 1.324
2 C 1.58094 -0.50996 0.93597  C1 1.316, C3 1.517, H6 1.299
3 C 0.08928 -0.36583 0.70108  C2 1.517, H7 1.059, O10 1.396, S12 1.911
4 C -1.94168 0.05480 -0.36831  H8 1.213, N9 1.259, S12 1.790
5 H 3.30835 -0.11142 -0.17488  C1 1.072
6 H 1.94867 -1.42341 1.78254  C2 1.299
7 H -0.48864 -0.65315 1.54082  C3 1.059
8 H -3.11071 0.37314 -0.42189  C4 1.213
9 N -1.72653 -1.17760 -0.50569  C4 1.259, O10 1.358
10 O -0.40031 -1.28251 -0.23149  C3 1.396, N9 1.358
11 F 1.70840 0.56288 -1.15014  C1 1.324
12 S -0.84923 1.26522 0.36964  C3 1.911, C4 1.790

The winner here is run b, beating the second structure by 369.1 kJ/mol.

Run a
Entry from the Open Molecules 2025 dataset: a single C6H12FNO molecule (the ωB97M-V functional and the def2-TZVPD basis).

As for the SMILES: CO[C@H](F)N1CCCC1. The highest occupied orbital energy comes out at -0.3301 Eh.

Each atom is followed by the atoms it is bonded to, with distances in Å.
Cartesian coordinates (Å):
1 C -1.83849 -0.37562 -0.50307  C2 1.464, C3 1.630, H10 1.113, H11 1.126
2 C -1.43060 -1.00008 0.75686  C1 1.464, C4 1.557, H12 1.197, H13 1.037
3 C -1.04728 1.04843 -0.54453  C1 1.630, N7 1.420, H14 1.057, H15 1.189
4 C -0.84480 0.18580 1.57918  C2 1.557, N7 1.538, H16 1.056, H17 1.056
5 C 2.48860 -0.63317 -1.10866  O8 1.366, H18 1.089, H19 1.099, H20 1.023
6 C 1.24011 0.71177 0.23147  N7 1.436, O8 1.358, F9 1.365, H21 1.080
7 N -0.12232 1.05100 0.53235  C3 1.420, C4 1.538, C6 1.436
8 O 1.33902 -0.49489 -0.38298  C5 1.366, C6 1.358
9 F 1.97822 0.71046 1.37921  C6 1.365
10 H -1.73918 -0.90073 -1.47977  C1 1.113
11 H -2.91832 -0.06745 -0.42616  C1 1.126
12 H -2.25258 -1.72402 1.24085  C2 1.197
13 H -0.62195 -1.59108 0.48883  C2 1.037
14 H -0.60334 1.23973 -1.48396  C3 1.057
15 H -1.83353 1.93812 -0.47771  C3 1.189
16 H -1.54003 0.82691 2.04816  C4 1.056
17 H -0.25768 -0.09959 2.40885  C4 1.056
18 H 2.24948 -1.46900 -1.76456  C5 1.089
19 H 3.31435 -1.03126 -0.50284  C5 1.099
20 H 2.68065 0.22839 -1.62527  C5 1.023
21 H 1.75964 1.44627 -0.36625  C6 1.080

Run b
Entry from the Open Molecules 2025 dataset: 2 unconnected molecules or ions with the total composition C6H12FNO (the ωB97M-V functional and the def2-TZVPD basis).

The highest occupied orbital energy comes out at -0.3147 Eh.

Each atom is followed by the atoms it is bonded to, with distances in Å.
Cartesian coordinates (Å):
1 C 1.95967 -0.58991 0.23388  C2 1.501, C3 1.522, H10 1.143, H11 1.018
2 C 2.07782 0.50537 -0.78556  C1 1.501, C4 1.471, H12 1.128, H13 1.168
3 C 0.89242 -0.07483 1.18882  C1 1.522, N7 1.453, H14 1.030, H15 1.054
4 C 0.77218 1.17728 -0.87699  C2 1.471, N7 1.468, H16 1.050, H17 1.115
5 C -2.72203 -1.23361 0.40511  O8 1.419, H18 1.042, H19 1.075, H20 1.117
6 C -0.99868 1.38590 0.86423  N7 1.315, F9 1.367
7 N 0.13900 0.89966 0.41778  C3 1.453, C4 1.468, C6 1.315
8 O -2.13658 -0.55136 -0.69293  C5 1.419, H21 0.994
9 F -1.52427 2.28664 -0.01990  C6 1.367
10 H 1.62521 -1.57124 -0.24653  C1 1.143
11 H 2.88667 -0.78548 0.60710  C1 1.018
12 H 2.97810 1.13227 -0.52221  C2 1.128
13 H 2.49928 -0.08895 -1.69861  C2 1.168
14 H 0.38822 -0.90454 1.53352  C3 1.030
15 H 1.30096 0.38712 2.04388  C3 1.054
16 H 0.77582 2.18260 -1.17838  C4 1.050
17 H 0.20319 0.59581 -1.63937  C4 1.115
18 H -2.72511 -2.25793 0.21244  C5 1.042
19 H -3.70655 -0.80595 0.45442  C5 1.075
20 H -2.00055 -0.87357 1.17816  C5 1.117
21 H -2.68479 -0.81528 -1.47887  O8 0.994

The winner here is run a, beating the second structure by 146.3 kJ/mol.